Record 1
{"formula": "C19H17BaNO3", "method": "the ωB97M-V functional and the def2-TZVPD basis", "e_tot_ha": -1040.23390, "homo_energy_ev": -7.6, "lumo_ha": -0.0137, "max_force_ev_per_a": 2.908, "gap_ev": 7.28, "e_above_lowest_kcal_mol": 1.5, "species": ["Ba", "C", "C", "C", "C", "C", "C", "C", "C", "C", "C", "C", "C", "C", "C", "C", "N", "H", "H", "H", "H", "H", "H", "H", "H", "H", "H", "C", "C", "C", "O", "C", "O", "O", "H", "H", "H", "H", "H", "H", "H"], "xyz": [[0.218, 0.275, 0.634], [-4.300, -1.410, 2.094], [-4.022, -2.576, 2.796], [-2.717, -3.036, 2.839], [-1.705, -2.321, 2.190], [-1.916, -1.125, 1.451], [-3.274, -0.735, 1.451], [-0.308, -2.898, 2.238], [-0.005, -4.085, 2.991], [1.245, -4.596, 3.008], [2.284, -3.970, 2.269], [3.617, -4.441, 2.233], [4.568, -3.789, 1.503], [4.215, -2.638, 0.761], [2.933, -2.163, 0.771], [1.939, -2.820, 1.553], [0.657, -2.310, 1.556], [-5.322, -1.051, 2.046], [-4.811, -3.126, 3.295], [-2.536, -3.953, 3.382], [-3.570, 0.160, 0.902], [-0.788, -4.564, 3.554], [1.456, -5.489, 3.586], [3.880, -5.331, 2.795], [5.586, -4.154, 1.478], [4.959, -2.133, 0.158], [2.707, -1.301, 0.148], [2.481, 2.511, -3.324], [1.553, 1.576, -2.582], [1.042, 0.438, -3.440], [2.283, 0.927, -1.493], [0.351, 2.353, -2.001], [-0.031, 3.391, -2.492], [-0.187, 1.748, -0.962], [3.321, 1.952, -3.740], [2.864, 3.292, -2.660], [1.951, 3.024, -4.123], [1.879, -0.169, -3.789], [0.498, 0.818, -4.306], [0.355, -0.206, -2.888], [2.879, 1.588, -1.124]]}



Record 2
{"formula": "C19H17BeCl5CsF8MgN3O18S5", "method": "the ωB97M-V functional and the def2-TZVPD basis", "e_tot_ha": -7577.41499, "charge": 2, "homo_energy_ev": -13.5, "lumo_ha": -0.4158, "max_force_ev_per_a": 15.914, "gap_ev": 2.14, "species": ["O", "C", "O", "C", "C", "C", "C", "C", "C", "C", "N", "O", "H", "H", "H", "H", "H", "H", "H", "N", "S", "O", "O", "F", "S", "O", "O", "F", "Cs", "C", "F", "F", "F", "S", "O", "O", "N", "S", "O", "O", "C", "F", "F", "F", "C", "C", "C", "O", "C", "C", "C", "O", "H", "H", "H", "H", "C", "Cl", "Cl", "Cl", "Cl", "O", "H", "H", "C", "C", "O", "S", "O", "O", "O", "H", "H", "H", "H", "Be", "Cl", "Mg"], "xyz": [[1.656, 0.964, 0.620], [1.549, 2.176, 0.534], [2.179, 3.126, 1.324], [1.024, 3.919, 1.815], [0.120, 3.899, 0.538], [-1.368, 3.330, 0.718], [-2.430, 4.069, 0.053], [-3.868, 3.550, 0.152], [-3.914, 2.314, 0.946], [-2.706, 1.796, 1.537], [-1.400, 2.229, 1.482], [0.753, 2.896, -0.321], [0.709, 3.351, 2.717], [1.499, 4.919, 1.960], [0.106, 4.891, 0.023], [-2.199, 4.994, -0.513], [-4.725, 4.053, -0.331], [-4.879, 1.783, 1.091], [-2.842, 0.858, 2.157], [-2.962, -2.322, -0.490], [-4.484, -1.933, -0.588], [-5.231, -2.441, -1.722], [-4.870, -0.623, -0.109], [-5.058, -2.838, 0.561], [-2.096, -1.615, -1.597], [-0.798, -2.170, -1.752], [-2.145, -0.169, -1.676], [-2.789, -2.065, -2.973], [-4.541, -0.859, -2.975], [6.826, -1.619, -0.057], [7.525, -1.490, -1.174], [7.637, -2.152, 0.858], [6.525, -0.356, 0.381], [5.315, -2.619, -0.295], [5.775, -3.907, -0.705], [4.549, -1.888, -1.277], [4.790, -2.505, 1.215], [3.405, -3.235, 1.510], [3.393, -4.664, 1.512], [2.234, -2.600, 0.934], [3.352, -2.733, 3.245], [3.403, -1.388, 3.243], [4.387, -3.163, 3.960], [2.263, -3.134, 3.894], [0.436, 6.355, -4.161], [-0.130, 6.848, -5.262], [-1.552, 6.570, -5.583], [-2.071, 7.011, -6.581], [-2.314, 5.724, -4.630], [-1.736, 5.241, -3.533], [-0.333, 5.517, -3.221], [0.162, 5.053, -2.201], [1.472, 6.544, -3.907], [0.413, 7.466, -5.966], [-3.349, 5.527, -4.877], [-2.261, 4.619, -2.819], [-4.597, -6.477, -6.111], [-3.896, -6.132, -7.700], [-6.311, -6.880, -6.295], [-3.745, -7.839, -5.370], [-4.436, -5.045, -5.071], [-4.076, 6.498, -0.514], [-3.392, 7.033, -0.032], [-4.561, 6.048, 0.196], [3.198, -7.242, 4.328], [3.103, -5.828, 4.867], [2.381, -5.948, 6.093], [2.725, -7.377, 6.772], [3.737, -7.175, 7.749], [1.503, -8.040, 7.059], [3.402, -8.066, 5.478], [2.263, -7.547, 3.851], [4.019, -7.361, 3.623], [2.591, -5.163, 4.187], [4.094, -5.426, 5.095], [-2.913, 2.215, 3.741], [-3.051, 8.701, -0.658], [3.556, -0.051, 1.027]]}



Record 3
{"formula": "C19H17BrN2O3", "method": "the ωB97M-V functional and the def2-TZVPD basis", "e_tot_ha": -3643.50092, "homo_energy_ev": -9.0, "lumo_ha": 0.0251, "max_force_ev_per_a": 0.798, "gap_ev": 9.69, "e_above_lowest_kcal_mol": 10.6, "smiles": "N#CCCN(C(=O)COC(=O)Cc1ccc(Br)cc1)c1ccccc1", "species": ["N", "C", "C", "H", "H", "C", "N", "C", "O", "C", "H", "H", "O", "C", "O", "C", "C", "C", "C", "C", "C", "C", "H", "H", "Br", "H", "H", "H", "H", "C", "C", "C", "C", "C", "C", "H", "H", "H", "H", "H", "H", "H"], "xyz": [[-1.749, -2.508, -2.434], [-2.441, -2.702, -1.545], [-3.307, -2.904, -0.415], [-2.802, -3.560, 0.300], [-4.229, -3.385, -0.749], [-3.642, -1.573, 0.280], [-2.446, -0.867, 0.716], [-1.654, -1.466, 1.635], [-1.957, -2.512, 2.174], [-0.311, -0.789, 1.906], [0.297, -1.481, 2.495], [-0.432, 0.152, 2.454], [0.357, -0.536, 0.675], [0.788, 0.704, 0.429], [0.668, 1.629, 1.186], [1.496, 0.755, -0.909], [2.938, 0.410, -0.648], [3.827, 1.392, -0.226], [5.145, 1.078, 0.050], [5.570, -0.232, -0.093], [4.699, -1.227, -0.502], [3.383, -0.900, -0.774], [2.695, -1.671, -1.087], [5.045, -2.244, -0.605], [7.385, -0.672, 0.280], [5.836, 1.841, 0.375], [3.484, 2.408, -0.108], [1.405, 1.765, -1.310], [1.041, 0.031, -1.582], [-2.254, 0.466, 0.257], [-1.977, 0.719, -1.081], [-1.803, 2.024, -1.508], [-1.907, 3.073, -0.611], [-2.197, 2.820, 0.719], [-2.377, 1.520, 1.154], [-2.612, 1.316, 2.188], [-2.282, 3.634, 1.421], [-1.762, 4.088, -0.948], [-1.580, 2.216, -2.546], [-1.884, -0.103, -1.775], [-4.263, -1.796, 1.155], [-4.190, -0.913, -0.395]]}



Record 4
{"formula": "C19H17BrN2O5", "method": "the ωB97M-V functional and the def2-TZVPD basis", "e_tot_ha": -3793.99790, "homo_energy_ev": -8.4, "lumo_ha": 0.0057, "max_force_ev_per_a": 0.695, "gap_ev": 8.55, "e_above_lowest_kcal_mol": 0.0, "smiles": "COc1ccccc1C(=O)N/C(=C/c1ccc(Br)cc1)C(=O)NCC(=O)O", "species": ["C", "H", "H", "O", "C", "C", "C", "C", "C", "C", "C", "O", "N", "C", "C", "C", "C", "C", "C", "C", "C", "H", "H", "Br", "H", "H", "H", "C", "O", "N", "C", "C", "O", "O", "H", "H", "H", "H", "H", "H", "H", "H", "H", "H"], "xyz": [[0.032, -1.922, 5.575], [-0.098, -3.009, 5.612], [-0.917, -1.438, 5.798], [0.381, -1.486, 4.283], [1.562, -1.881, 3.754], [2.435, -2.785, 4.353], [3.602, -3.162, 3.710], [3.917, -2.654, 2.463], [3.055, -1.757, 1.858], [1.884, -1.360, 2.489], [1.002, -0.332, 1.863], [0.577, 0.642, 2.443], [0.741, -0.609, 0.545], [0.062, 0.167, -0.385], [-0.450, 1.385, -0.140], [-1.002, 2.285, -1.142], [-2.120, 3.066, -0.840], [-2.663, 3.922, -1.778], [-2.068, 4.020, -3.025], [-0.928, 3.297, -3.336], [-0.402, 2.435, -2.395], [0.493, 1.878, -2.627], [-0.460, 3.407, -4.302], [-2.841, 5.161, -4.346], [-3.539, 4.507, -1.546], [-2.576, 2.982, 0.135], [-0.415, 1.758, 0.874], [-0.015, -0.557, -1.699], [0.891, -1.278, -2.078], [-1.190, -0.440, -2.355], [-1.388, -1.013, -3.661], [-2.000, -0.045, -4.657], [-1.905, -0.147, -5.846], [-2.708, 0.921, -4.060], [-3.101, 1.512, -4.723], [-2.061, -1.881, -3.609], [-0.421, -1.363, -4.034], [-1.903, 0.182, -2.009], [1.145, -1.449, 0.145], [3.308, -1.337, 0.895], [4.828, -2.950, 1.967], [4.268, -3.860, 4.194], [2.213, -3.200, 5.323], [0.776, -1.617, 6.317]]}



Record 5
{"formula": "C19H17Cl2N4RhS", "method": "the ωB97M-V functional and the def2-TZVPD basis", "e_tot_ha": -2382.28950, "homo_energy_ev": [-6.8, -7.2], "lumo_ha": [0.0131, -0.0182], "max_force_ev_per_a": 0.599, "gap_ev": [7.15, 6.75], "s_squared": 6.028, "e_above_lowest_kcal_mol": 0.0, "multiplicity": 5, "species": ["Rh", "N", "C", "C", "C", "C", "C", "C", "C", "C", "C", "C", "C", "C", "H", "H", "H", "H", "H", "H", "H", "H", "H", "H", "N", "C", "N", "S", "H", "H", "H", "H", "Cl", "C", "C", "C", "C", "C", "Cl", "C", "N", "H", "H", "H"], "xyz": [[0.811, 0.021, -0.474], [1.120, -0.181, 1.792], [0.158, -1.005, 2.464], [-0.416, -0.528, 3.636], [-1.358, -1.272, 4.323], [-1.723, -2.515, 3.831], [-1.161, -2.979, 2.657], [-0.217, -2.242, 1.934], [0.233, -2.793, 0.622], [0.489, -4.164, 0.551], [0.684, -4.793, -0.669], [0.580, -4.053, -1.838], [0.360, -2.685, -1.761], [0.233, -2.000, -0.547], [1.133, 0.749, 2.198], [2.057, -0.568, 1.864], [-0.110, 0.442, 4.013], [-1.799, -0.882, 5.230], [-2.462, -3.114, 4.347], [-1.489, -3.927, 2.252], [0.530, -4.746, 1.464], [0.891, -5.855, -0.706], [0.680, -4.537, -2.802], [0.280, -2.127, -2.691], [2.457, 2.265, -2.429], [2.574, 0.936, -2.247], [2.121, 0.139, -3.225], [3.308, 0.272, -0.868], [1.698, 2.581, -3.020], [2.569, 2.811, -1.588], [1.758, 0.517, -4.084], [2.316, -0.846, -3.169], [-0.522, 3.441, 1.943], [-1.109, 3.753, 0.339], [-1.857, 4.879, 0.086], [-2.325, 5.135, -1.198], [-2.035, 4.245, -2.221], [-1.298, 3.111, -1.955], [-0.927, 1.992, -3.241], [-0.794, 2.801, -0.665], [-0.070, 1.726, -0.420], [-2.071, 5.559, 0.900], [-2.911, 6.020, -1.398], [-2.384, 4.418, -3.230]]}